No. 1
Entry from OMol25: a cluster of 2 separate species, C2H7ClN2 in total in a non-equilibrium geometry (ωB97M-V/def2-TZVPD).

Structure (ORCA input):
```
! wB97M-V def2-TZVPD RIJCOSX def2/J DEFGRID3
* xyz 0 1
H 1.36 -0.45 -1.59
N 1.75 -0.61 -0.58
N 1.01 -0.58 0.38
C -0.44 -0.26 0.29
C -0.71 1.08 -0.24
H -0.85 -0.38 1.22
H -0.78 -1.12 -0.45
H -1.69 1.34 -0.09
H -0.20 1.75 0.36
H -0.39 1.17 -1.30
Cl 4.69 0.07 0.23
H 3.65 -0.57 0.23
*
```

The value obtained for the orbital gap is 0.356 Eh. The calculation puts the molar mass at 94.54 g mol⁻¹. For the energy above the lowest of the compared OMol25 structures with the same formula, charge and spin, the calculation gives 9.78 kcal per mole. As for the SMILES: [H]/N=N\CC.Cl.

Atomic partial charges in e from the Mulliken method, atoms 1 to 2: H 0.173; N -0.384

---

No. 2
Entry from OMol25: a cluster of 2 separate species, CH5OS in total in a non-equilibrium geometry (ωB97M-V/def2-TZVPD).

Structure (ORCA input):
```
! wB97M-V def2-TZVPD RIJCOSX def2/J DEFGRID3
* xyz -1 1
S -0.48 -2.17 -1.40
H -0.28 -2.55 -0.12
C 0.15 0.91 0.60
O -0.05 1.03 -0.81
H 0.58 -0.07 0.78
H -0.76 1.13 1.15
H 0.93 1.63 0.88
H -0.09 0.09 -1.09
*
```

The value obtained for the orbital gap is 0.262 Eh. The calculation puts the molar mass at 65.12 g mol⁻¹. For the energy above the lowest of the compared OMol25 structures with the same formula, charge and spin, the calculation gives 4.07 kcal per mole.

Atomic partial charges in e from the Mulliken method, atoms 1 to 2: S -0.852; H -0.050

---

No. 3
Entry from OMol25: a cluster of 2 separate species, C6H14N2O2 in total in a non-equilibrium geometry (ωB97M-V/def2-TZVPD).

Structure (ORCA input):
```
! wB97M-V def2-TZVPD RIJCOSX def2/J DEFGRID3
* xyz 0 1
H -0.57 2.99 -1.40
N -1.12 2.13 -1.64
C -1.57 1.27 -0.81
C -1.11 1.03 0.57
C -0.22 2.13 1.19
C -2.18 0.05 -1.52
O -2.46 -0.98 -0.99
O -2.35 0.29 -2.84
H -0.51 0.08 0.59
H -1.92 0.74 1.18
H -0.29 1.93 2.32
H -0.54 3.05 0.90
H 0.82 1.95 1.00
H -1.90 1.11 -3.04
C 2.56 -1.09 0.85
N 1.47 -1.49 -0.05
C 0.68 -2.61 0.22
H 2.28 -0.27 1.50
H 2.94 -2.00 1.43
H 3.40 -0.73 0.13
H 1.05 -0.67 -0.46
H 1.38 -3.46 0.38
H 0.04 -2.46 1.05
H 0.12 -3.01 -0.55
*
```

The value obtained for the orbital gap is 0.307 Eh. The calculation puts the molar mass at 146.19 g mol⁻¹. For the energy above the lowest of the compared OMol25 structures with the same formula, charge and spin, the calculation gives 67.81 kcal per mole. As for the SMILES: [H]/N=C(\CC)C(=O)O.CNC.

Atomic partial charges in e from the Mulliken method, atoms 1 to 2: H 0.252; N -0.774